--- P ---
Formula: C3H7NS
Source: the Open Molecules 2025 dataset
Level of theory: ωB97M-V/def2-TZVPD

Structure (XYZ):
```
12
C3H7NS ωB97M-V/def2-TZVPD
S -2.20596 -0.73292 -0.17960
C -1.19730 1.99771 0.03578
C -1.42550 0.70244 0.59697
N -1.31694 -0.23429 1.38755
H 2.31074 -2.10330 -1.17844
H -1.35939 2.87728 0.65429
H -1.69215 2.12930 -0.90778
H 2.08908 -2.40567 0.52504
H 2.24878 -0.77114 -0.19160
H -0.17544 1.95795 -0.14194
H 0.85552 -1.69097 -0.36074
C 1.86856 -1.72638 -0.23952
```



--- Q ---
Formula: C3H7NS
Source: the Open Molecules 2025 dataset
Level of theory: ωB97M-V/def2-TZVPD

Structure (XYZ):
```
12
C3H7NS ωB97M-V/def2-TZVPD
H -0.80920 -1.54019 0.61554
C -1.00817 1.03073 -0.15758
H -1.01324 1.87593 -0.87052
C -0.19791 -1.32807 -0.14868
H -0.81796 1.25758 0.90964
S 2.79813 -0.03846 -0.11286
H 3.34958 -0.58065 1.01531
N 1.38119 0.32871 0.51293
H 0.62063 0.25212 -1.36458
C 0.20092 0.08419 -0.44799
H 0.46114 -2.14763 -0.57519
H -1.76418 0.27783 -0.06325
```



--- R ---
Formula: C3H7NS
Source: the Open Molecules 2025 dataset
Level of theory: ωB97M-V/def2-TZVPD

Structure (XYZ):
```
12
C3H7NS ωB97M-V/def2-TZVPD
H -2.20395 0.20607 2.42056
H 1.02140 1.64371 -2.05237
N -1.18882 0.10774 0.55842
H -0.37694 -2.49706 0.45971
C 0.56198 -1.45332 -0.28617
C 0.50778 1.37625 -0.82849
H 0.76296 -1.56502 -1.54560
H 1.43306 1.90249 -0.18098
S -1.66661 -0.84503 1.76910
H -0.30962 2.08714 -0.75256
H 1.64625 -0.90172 0.73166
C -0.18750 -0.06124 -0.29328
```



Most stable: P